1.
A single C5H7Br2NO3S molecule in a non-equilibrium geometry. Source: the Open Molecules 2025 dataset; level of theory: ωB97M-V/def2-TZVPD.

Properties
Orbital gap, eV: 8.338
HOMO energy, eV: -8.46
Molar mass, g/mol: 321.0
Energy above the lowest of the compared OMol25 structures with the same formula, charge and spin, kcal/mol: 59.7
Total energy, eV: -163847.1300

Geometry as XYZ:
```
19
C5H7Br2NO3S | the Open Molecules 2025 dataset | ωB97M-V/def2-TZVPD
C -0.985 -0.834 -1.843
C -0.591 -1.108 0.613
C -0.541 0.485 0.800
C 1.626 -0.096 -1.383
C 0.153 0.837 2.167
N -0.749 -1.545 -0.714
O -1.255 -1.202 -2.905
O -0.819 0.553 -1.711
O 0.484 2.483 -0.989
S 0.332 1.049 -0.724
Br 2.842 0.183 0.159
Br 2.326 0.800 -3.070
H 0.372 -1.403 0.911
H -1.304 -1.593 1.292
H -1.520 0.982 0.866
H 0.917 0.202 2.440
H -0.656 0.815 3.013
H 0.547 1.878 1.941
H -1.178 -2.486 -0.867
```


2.
A gas-phase ion, C5H7BrN3S (charge +1) in a non-equilibrium geometry. Source: the Open Molecules 2025 dataset; level of theory: ωB97M-V/def2-TZVPD.

Properties
Orbital gap (spin up / spin down), eV: 6.757 / 6.759
Charge: +1
HOMO energy (spin up / spin down), eV: -11.14 / -11.14
Molar mass, g/mol: 221.1
Energy above the lowest of the compared OMol25 structures with the same formula, charge and spin, kcal/mol: 75.9
Total energy, eV: -90635.6065

Geometry as XYZ:
```
17
C5H7BrN3S | the Open Molecules 2025 dataset | ωB97M-V/def2-TZVPD
C 3.004 1.754 -0.016
C 1.185 0.230 0.481
C 2.540 0.469 0.156
C 0.577 2.193 -0.258
C -0.577 -1.370 0.290
N -0.661 2.616 -0.068
N -1.188 -2.341 -0.345
N 0.655 -0.900 0.035
S 2.051 3.052 -0.064
Br 3.743 -1.022 0.001
H 4.036 1.881 -0.048
H -1.180 -0.775 1.036
H -1.272 1.774 -0.124
H -0.936 3.381 0.494
H -2.169 -2.528 -0.015
H -0.575 -2.829 -0.929
H 1.221 -1.410 -0.551
```


3.
A single C5H7Cl molecule in a non-equilibrium geometry. Source: the Open Molecules 2025 dataset; level of theory: ωB97M-V/def2-TZVPD.

Properties
Orbital gap (spin up / spin down), eV: 7.244 / 8.990
HOMO energy (spin up / spin down), eV: -7.59 / -8.56
Molar mass, g/mol: 102.6
Energy above the lowest of the compared OMol25 structures with the same formula, charge and spin, kcal/mol: 115.4
Total energy, eV: -17815.4744

Geometry as XYZ:
```
13
C5H7Cl | the Open Molecules 2025 dataset | ωB97M-V/def2-TZVPD
C 0.189 -0.089 -1.702
C 0.377 0.760 -2.672
C -0.537 0.017 -0.351
C -0.394 -0.693 1.020
C 0.572 -0.496 2.164
Cl -1.598 -1.889 1.184
H 0.385 1.934 -2.778
H 0.651 0.470 -3.663
H -0.357 1.073 -0.018
H -1.664 -0.132 -0.613
H 0.859 -1.271 2.871
H 0.058 0.264 2.777
H 1.459 0.052 1.781
```


4.
A gas-phase ion, C5H7Cl2N2 (charge +1) in a non-equilibrium geometry. Source: the Open Molecules 2025 dataset; level of theory: ωB97M-V/def2-TZVPD.

Properties
Orbital gap, eV: 9.239
Charge: +1
HOMO energy, eV: -13.45
Molar mass, g/mol: 166.0
Energy above the lowest of the compared OMol25 structures with the same formula, charge and spin, kcal/mol: 21.3
Total energy, eV: -33314.8039

Geometry as XYZ:
```
16
C5H7Cl2N2 | the Open Molecules 2025 dataset | ωB97M-V/def2-TZVPD
C 0.412 -1.524 0.610
C 1.428 -0.982 -0.010
C -0.807 -0.758 0.714
C 0.502 0.893 -0.273
C 0.509 1.481 -1.658
N -0.759 0.443 0.222
N -1.819 -1.279 1.370
Cl 2.997 -1.113 -0.385
Cl 1.424 1.810 0.857
H 0.454 -2.327 1.332
H 1.435 1.629 -2.050
H 0.072 2.557 -1.603
H 0.154 0.925 -2.484
H -1.364 1.238 0.308
H -1.958 -2.250 1.539
H -2.681 -0.742 1.512
```


> What is the formula in the fourth record?

C5H7Cl2N2


> Which of these has the lowest total energy?

C5H7Br2NO3S